Entry 1:
Below is C2H4OS in the gas phase in a non-equilibrium geometry, with properties calculated with the ωB97M-V functional and the def2-TZVPD basis.

Results
total energy	-15018.829	eV
SMILES	C[C@@H]1OS1
Kohn-Sham gap	9.26	eV
ΔE to the lowest compared entry with this formula, charge and spin	254.4	kJ/mol
HOMO energy	-9.03	eV

Element x y z (Å)
C1 -0.44174 -0.10617 0.36743
C2 0.80313 0.18661 -0.35031
O1 -1.28606 -1.05132 -0.06367
S1 -2.09547 0.47093 -0.10169
H1 -0.05831 -0.17740 1.63610
H2 1.56881 -0.54663 -0.06549
H3 1.06532 1.13383 -0.01252
H4 0.44432 0.09016 -1.40984

Forces on the atoms, in the same order (eV/Å):
C 1.277 0.041 5.241
C -1.452 -1.748 -1.949
O -0.596 -1.282 -0.429
S 0.791 0.191 0.366
H -2.033 0.294 -3.340
H -0.216 0.140 -0.299
H 0.923 1.864 -0.061
H 1.304 0.500 0.471

Atom-resolved charges from Mulliken, all expressed in e:
1 C 0.23
2 C -0.93
3 O -0.31
4 S -0.07
5 H 0.23
6 H 0.26
7 H 0.30
8 H 0.29

=====

Entry 2:
Below is a molecular structure, C3H7NiO2 in a non-equilibrium geometry, with properties calculated with the ωB97M-V functional and the def2-TZVPD basis.

Results
total energy	-48357.251	eV
Kohn-Sham gap (spin up / spin down)	9.74 / 7.42	eV
multiplicity	4
HOMO energy (spin up / spin down)	-8.92 / -9.01	eV

Element x y z (Å)
C1 -1.72099 -0.08208 0.71090
C2 -0.62824 0.73055 0.05625
O1 0.54755 -0.14361 -0.02580
C3 1.66414 0.33623 -0.73634
Ni1 -0.38449 -1.67361 0.73566
H1 -2.02978 0.34676 1.67456
H2 -2.60749 -0.16973 0.06723
H3 -0.29719 1.60570 0.63911
H4 -0.85927 1.06242 -0.96930
H5 2.25463 -0.57367 -1.01700
H6 1.35684 0.88974 -1.63665
O2 0.44293 -3.32413 0.59005
H7 2.26136 0.99544 -0.08867

Forces on the atoms, in the same order (eV/Å):
C 0.320 -0.304 0.036
C 0.043 0.855 -0.021
O -0.238 0.414 -0.276
C 0.834 -0.647 -0.205
Ni 0.554 -3.167 -0.027
H 0.163 -0.256 -0.255
H 0.347 -0.139 0.201
H -0.197 -0.155 -0.130
H 0.076 -0.166 0.232
H -0.360 0.984 0.156
H 0.031 -0.241 0.211
O -1.500 2.966 0.311
H -0.072 -0.145 -0.232

Mulliken atomic charge list, values in e, 8 entries:
1 C -0.74
2 C -0.27
3 O -0.27
4 C -0.66
5 Ni 0.33
6 H 0.31
7 H 0.33
8 H 0.29

=====

Entry 3:
Below is 16 unconnected molecules or ions with the total composition C36H113N9O16 in a non-equilibrium geometry, with properties calculated with the ωB97M-V functional and the def2-TZVPD basis.

Results
total energy	-85332.063	eV
Kohn-Sham gap	9.47	eV
ΔE to the lowest compared entry with this formula, charge and spin	0.0	kJ/mol
HOMO energy	-8.92	eV

Element x y z (Å)
C1 1.63723 -3.82751 5.04288
C2 0.43804 -3.45932 4.19396
C3 0.25499 -1.96764 4.11863
O1 -0.04456 -1.43309 5.40769
C4 -0.42986 -0.08601 5.29222
N1 0.60435 -3.90803 2.81070
H1 1.75325 -4.90728 5.09153
H2 1.40350 -3.43778 6.04681
H3 2.54259 -3.41897 4.59747
H4 -0.50908 -3.88291 4.60535
H5 -0.60136 -1.80062 3.42900
H6 1.16389 -1.39007 3.82864
H7 0.27805 0.38571 4.60278
H8 -0.41595 0.41824 6.24765
H9 -1.43224 0.00169 4.80389
H10 0.85686 -4.89062 2.82565
H11 -0.31656 -3.85654 2.39864
C5 5.24229 -3.45253 -1.73395
C6 6.36236 -2.35701 -1.79841
C7 6.69027 -2.03466 -3.22484
O2 6.98342 -3.23561 -3.94189
C8 6.18405 -3.50660 -5.08299
N2 5.91465 -1.21699 -1.04606
H12 4.36143 -3.05357 -2.25468
H13 4.93676 -3.70741 -0.70555
H14 5.54260 -4.36399 -2.25567
H15 7.23063 -2.83690 -1.34840
H16 7.59912 -1.41399 -3.27950
H17 5.89687 -1.39536 -3.62189
H18 6.58558 -4.41202 -5.54089
H19 6.30166 -2.67694 -5.81143
H20 5.14018 -3.68782 -4.84330
H21 5.19084 -0.70206 -1.49267
H22 6.70915 -0.62788 -0.83658
C9 0.63013 2.82339 2.25773
C10 1.74965 3.58589 2.99970
C11 2.19757 2.76330 4.26475
O3 2.59865 1.44818 3.87262
C12 2.98957 0.64013 4.96878
N3 2.80323 3.97917 2.10868
H23 0.24960 3.46718 1.48547
H24 -0.12488 2.55088 2.99626
H25 1.06613 1.89639 1.83645
H26 1.26311 4.48501 3.42685
H27 1.33649 2.60958 4.95070
H28 2.91841 3.27915 4.90782
H29 2.20589 0.60325 5.75415
H30 3.84815 1.10040 5.46591
H31 3.21838 -0.36203 4.64487
H32 3.51414 3.28057 1.98397
H33 3.32074 4.73178 2.52962
C13 -3.97559 -1.94487 2.86119
C14 -3.66941 -3.43247 2.60295
C15 -4.94578 -4.21697 2.13324
O4 -5.33305 -3.73694 0.91122
C16 -6.51683 -4.37366 0.45380
N4 -2.54819 -3.49665 1.66666
H34 -3.03121 -1.46856 3.16337
H35 -4.62871 -1.92433 3.75086
H36 -4.37694 -1.34294 2.01905
H37 -3.39368 -3.96584 3.52498
H38 -5.69168 -4.06842 2.92426
H39 -4.71180 -5.27417 2.01934
H40 -6.87619 -3.80200 -0.39260
H41 -7.25575 -4.33329 1.26975
H42 -6.37112 -5.47074 0.19139
H43 -2.48061 -4.41977 1.27456
H44 -2.66934 -2.80316 0.93354
C17 2.18171 -4.78011 -3.40330
C18 0.80073 -4.97251 -4.08312
C19 0.18125 -3.58420 -4.38169
O5 -1.23009 -3.74215 -4.63645
C20 -1.92557 -2.52464 -4.87466
N5 0.86115 -5.75220 -5.36535
H45 2.76318 -5.68258 -3.51861
H46 2.06907 -4.53232 -2.35768
H47 2.75861 -3.95267 -3.83159
H48 0.19704 -5.46931 -3.30885
H49 0.59747 -3.08849 -5.24609
H50 0.30679 -2.85791 -3.55037
H51 -1.69113 -2.06871 -5.86622
H52 -1.83626 -1.79533 -4.03489
H53 -3.00005 -2.81139 -4.98961
H54 -0.06146 -5.75535 -5.76962
H55 1.43202 -5.24848 -6.04300
C21 3.63978 0.09021 -5.26497
C22 2.15748 0.49770 -4.93908
C23 1.92019 2.04445 -5.14502
O6 2.90272 2.70700 -4.43806
C24 2.68467 4.09178 -4.25608
N6 1.16906 -0.09681 -5.82878
H56 3.86925 -0.88164 -4.85579
H57 4.36101 0.79941 -4.84188
H58 3.79608 0.17048 -6.36315
H59 1.89897 0.41177 -3.88496
H60 0.89706 2.34385 -4.85766
H61 2.03357 2.13201 -6.23898
H62 3.58312 4.50894 -3.76838
H63 1.74513 4.29857 -3.62461
H64 2.59619 4.61408 -5.23277
H65 0.67916 0.57399 -6.38907
H66 0.52870 -0.65004 -5.27988
C25 -4.90814 4.35609 4.10906
C26 -4.49448 3.10871 3.22399
C27 -4.68057 1.86878 4.08918
O7 -3.73557 1.93592 5.12140
C28 -3.90453 0.99856 6.17587
N7 -5.23475 2.92094 1.98502
H67 -4.01667 4.58575 4.72469
H68 -5.75870 4.13083 4.77411
H69 -5.21467 5.14858 3.42836
H70 -3.44105 3.16461 2.95703
H71 -4.62426 0.97493 3.45010
H72 -5.69343 1.87221 4.53012
H73 -3.97555 -0.06897 5.88145
H74 -4.88692 1.20745 6.61890
H75 -3.13685 1.20630 6.91881
H76 -6.20068 2.77795 2.23177
H77 -5.17761 3.76740 1.39538
C29 2.33119 -1.08206 -1.21224
C30 1.28764 0.10002 -1.10692
C31 0.41591 -0.22612 0.10223
O8 -0.61677 0.73032 0.30067
C32 -1.49882 0.46668 1.40374
N8 1.88942 1.40963 -0.89458
H78 2.97093 -1.14709 -0.33869
H79 2.92927 -1.06763 -2.13639
H80 1.73406 -1.98616 -1.27316
H81 0.71336 0.13125 -2.04387
H82 1.07845 -0.17799 0.97945
H83 0.00275 -1.23348 0.10221
H84 -2.12931 -0.39899 1.21758
H85 -2.15110 1.31543 1.50336
H86 -0.94791 0.34784 2.34824
H87 2.46001 1.42171 -0.04157
H88 1.23010 2.17536 -0.93389
C33 -4.63467 6.10095 -2.08980
C34 -4.53129 5.19911 -0.91535
C35 -3.16024 4.55845 -0.67715
O9 -2.83325 3.92284 -1.89007
C36 -1.45431 3.51589 -1.84249
N9 -4.93470 5.74474 0.39906
H89 -5.49720 6.73342 -1.91080
H90 -4.59279 5.56863 -3.04035
H91 -3.75443 6.73950 -2.11366
H92 -5.21328 4.35129 -1.08231
H93 -3.18528 3.88223 0.21324
H94 -2.36671 5.27785 -0.45562
H95 -1.20761 3.24734 -2.85971
H96 -1.33887 2.64009 -1.20321
H97 -0.80896 4.29489 -1.43179
H98 -5.85671 6.14673 0.40653
H99 -4.34846 6.44353 0.82310
O10 5.17657 -1.92964 1.51783
H100 5.39300 -1.97053 0.58676
H101 5.78946 -1.29336 1.90115
O11 -4.59219 0.92651 -0.27095
H102 -5.04796 1.38670 0.41821
H103 -4.53753 1.53962 -0.99589
O12 -2.15387 0.31876 -2.27280
H104 -1.62084 0.51276 -1.50141
H105 -2.80942 -0.27709 -1.90094
O13 -4.07715 -1.89274 -1.01903
H106 -4.48456 -1.02273 -0.76135
H107 -4.59874 -2.49553 -0.45424
O14 1.84182 5.08306 -0.58488
H108 2.25900 4.68223 0.21786
H109 2.26699 4.58726 -1.31145
O15 4.86645 1.35433 -1.67463
H110 3.97548 1.60781 -1.93035
H111 5.45716 1.94231 -2.15674
O16 4.18291 0.99120 1.48442
H112 4.03586 0.32720 0.79656
H113 3.55088 0.81688 2.17430

Forces on the atoms, in the same order (eV/Å):
C -0.798 0.016 0.321
C -0.012 -0.225 -0.242
C -0.214 0.954 0.469
O -0.503 -0.335 0.422
C -0.339 -0.248 -1.291
N 0.096 -0.218 0.181
H 0.005 -0.169 0.118
H 0.659 -0.146 -0.238
H 0.063 0.219 0.192
H 0.570 0.243 0.213
H 0.482 0.297 0.118
H -0.419 -0.758 -0.675
H 0.000 0.479 0.080
H -0.047 -0.081 0.308
H 0.417 0.020 0.480
H 0.080 0.014 -0.116
H -0.203 0.042 -0.496
C 0.093 0.533 -0.310
C -1.255 -2.052 0.309
C 0.837 0.044 -0.532
O -0.395 0.213 -0.096
C 0.824 0.542 -0.258
N 1.304 -0.629 0.775
H -0.022 -0.118 0.114
H 0.299 0.220 -0.331
H 0.029 0.116 0.104
H 0.231 0.363 0.298
H -0.118 -0.024 0.140
H -0.300 -0.413 -0.485
H 0.001 0.051 0.066
H -0.367 -0.385 0.226
H -0.280 0.169 0.128
H -0.328 0.646 -0.456
H -0.293 0.471 -0.052
C 1.450 -0.445 0.759
C -1.078 -0.893 1.607
C -1.212 -0.403 -0.203
O 0.233 0.182 -0.098
C -0.280 0.950 0.944
N 0.521 0.749 -0.328
H -0.356 0.038 -0.432
H -0.226 0.007 -0.233
H -0.454 0.547 0.053
H 0.434 -0.149 -0.265
H -0.023 0.314 -0.398
H 0.580 -0.047 -0.442
H 0.097 -0.103 -0.492
H 0.282 -0.194 -0.090
H 0.082 -0.202 -0.303
H 0.011 -0.915 -0.238
H 0.080 0.543 0.072
C 0.268 -0.324 1.006
C -0.701 -0.178 -0.875
C 1.833 0.650 1.124
O -0.995 0.313 -1.331
C -0.054 -0.735 0.390
N -0.056 0.179 0.520
H -0.211 -0.044 -0.032
H -0.053 0.428 -0.499
H 0.011 -0.760 0.363
H 0.139 0.502 0.056
H -0.311 -0.161 -0.161
H 0.082 -0.400 0.351
H -0.073 -0.135 -0.224
H -0.057 -0.031 -0.313
H 0.082 1.256 0.169
H 0.088 -0.180 -0.445
H -0.035 -0.345 -0.179
C -0.357 0.226 -1.014
C 0.377 1.171 -0.653
C -1.291 0.146 0.930
O 0.469 0.182 0.150
C -0.956 -0.275 -0.324
N 0.380 0.148 1.176
H 0.202 -0.298 0.133
H -0.135 -0.104 0.345
H -0.089 -0.090 -0.241
H -0.231 -0.125 -0.756
H 0.689 -0.118 -0.538
H -0.014 -0.411 0.049
H 0.415 -0.107 0.670
H 0.113 -0.404 -0.586
H 0.767 0.221 0.390
H -0.382 -0.072 0.009
H 0.066 -0.009 0.296
C -0.902 1.250 -0.278
C 0.043 2.276 -0.539
C 0.580 -1.795 -0.583
O 0.487 1.092 0.621
C -0.568 0.450 0.194
N 0.516 -1.423 0.694
H 0.010 -0.494 -0.256
H -0.313 -0.068 0.247
H -0.220 -0.521 0.613
H 0.207 -0.825 0.127
H 0.261 -0.194 0.091
H -0.018 0.753 0.004
H -0.496 -0.245 0.001
H 1.225 -0.260 -0.845
H -0.180 -0.234 0.429
H -0.284 0.212 -0.057
H -0.349 -0.014 -0.324
C 0.739 -0.974 -0.646
C -0.622 0.316 0.982
C -0.322 -0.020 -0.197
O 0.781 -0.685 0.061
C -1.200 0.348 -0.177
N -0.059 0.280 -0.378
H -0.695 0.348 -0.270
H 0.318 -0.071 -0.267
H 0.308 0.344 0.214
H 0.173 0.178 0.097
H 0.396 -0.137 0.266
H -0.005 0.029 -0.115
H 0.621 0.492 -0.200
H 0.028 -0.021 0.325
H 0.060 -0.289 -0.157
H -0.492 0.094 -0.132
H -0.100 -0.306 0.490
C -0.985 0.977 -0.619
C 0.338 -0.494 0.409
C -0.220 -0.113 0.779
O -0.481 0.046 -0.221
C 0.783 -0.100 -0.333
N 1.211 -0.211 -0.646
H 0.155 -0.018 0.140
H -0.098 0.381 0.345
H 0.025 -0.331 0.147
H -0.072 -0.035 0.297
H 0.104 -0.135 0.071
H -0.186 -0.250 -0.277
H 0.075 -0.301 -0.096
H -0.245 0.477 -0.077
H 0.039 -0.113 -0.264
H -0.480 0.325 -0.349
H -0.062 -0.141 0.351
C 0.929 0.752 -0.124
C 0.089 -1.269 1.949
C -0.463 -0.022 -0.316
O 1.055 -0.261 0.614
C -0.766 -0.330 -0.095
N -0.394 -0.219 0.035
H -0.316 0.055 -0.663
H -0.541 0.001 0.117
H 0.113 0.394 0.050
H 0.041 0.064 0.055
H -0.134 0.041 -0.690
H -0.158 0.522 0.083
H 0.346 -0.025 -0.176
H -0.034 -0.107 0.063
H 0.017 0.251 -0.264
H -0.364 -0.020 -0.265
H 0.628 0.130 -0.318
O -0.421 -0.376 1.381
H 0.327 0.459 -0.813
H -0.112 0.003 -0.180
O 0.370 -1.188 -0.529
H -0.366 0.776 1.155
H 0.225 0.414 -0.579
O -0.148 -0.101 -0.322
H 0.406 0.284 0.492
H -0.222 -0.344 -0.138
O -0.959 0.911 0.810
H 0.590 -0.623 -0.362
H 0.446 -0.114 -0.249
O 0.678 -0.852 -0.040
H -0.392 0.308 -0.229
H -0.321 0.405 0.405
O 0.367 0.052 -0.065
H -0.595 0.132 0.002
H -0.082 -0.050 -0.005
O 0.292 0.363 -0.797
H 0.322 -0.028 0.279
H -0.500 -0.186 0.682

Mulliken atomic charge list, values in e, 8 entries:
1 C -1.48
2 C 0.40
3 C 1.26
4 O -0.54
5 C 0.45
6 N -0.57
7 H 0.46
8 H 0.33

=====

Entry 4:
Below is a molecular structure, C10H10I3N in a non-equilibrium geometry, with properties calculated with the ωB97M-V functional and the def2-TZVPD basis.

Results
total energy	-36320.396	eV
Kohn-Sham gap	8.03	eV
ΔE to the lowest compared entry with this formula, charge and spin	150.4	kJ/mol
HOMO energy	-8.16	eV

Element x y z (Å)
C1 -2.56412 -0.38432 1.16386
C2 -1.55022 -0.79218 0.35225
C3 -2.65069 0.97386 1.07208
C4 -0.89961 0.32745 -0.16433
C5 1.03526 -0.68449 -3.13266
C6 0.87574 -0.28457 2.32403
C7 0.51923 -0.75973 -1.87909
C8 1.78626 -0.38670 1.39705
C9 0.32300 0.47625 -0.93988
C10 1.98885 0.55215 0.23082
N1 -1.66812 1.42722 0.24745
I1 2.42523 -2.35628 1.22864
I2 3.77499 0.13222 -0.88196
I3 2.05913 2.62030 0.78553
H1 -3.28006 -1.03233 1.65664
H2 -1.29524 -1.78166 0.12832
H3 -3.50039 1.60430 1.06122
H4 1.08188 -1.49956 -3.76531
H5 1.48775 0.16495 -3.60202
H6 0.58126 -1.15238 2.95123
H7 0.42833 0.69859 2.52173
H8 0.23761 -1.69595 -1.32452
H9 0.53639 1.42376 -1.42975
H10 -1.73246 2.40907 -0.00132

Forces on the atoms, in the same order (eV/Å):
C -2.026 -0.296 0.904
C 1.972 0.699 -0.582
C -0.115 0.447 -1.206
C -0.314 1.541 -0.181
C -0.749 0.557 2.596
C -1.365 0.811 1.889
C 0.448 1.244 0.526
C 0.275 -0.200 -1.922
C 2.436 -2.091 -0.578
C -1.387 -0.496 -0.383
N 0.179 -0.690 0.694
I 0.477 -0.819 -0.329
I -0.312 0.296 -0.082
I -0.204 -0.102 0.206
H 0.140 0.191 -0.041
H 0.502 -1.208 -0.018
H -0.785 0.458 1.160
H 0.064 -1.990 -0.853
H -0.252 0.901 0.296
H 0.268 1.007 -0.409
H -0.082 -0.444 -0.029
H 0.224 0.755 -1.318
H -0.390 -0.048 0.052
H 0.997 -0.525 -0.391

Mulliken atomic charge list, values in e, 8 entries:
1 C -0.74
2 C -0.13
3 C -0.57
4 C 0.10
5 C -0.94
6 C -0.83
7 C -0.07
8 C 0.20

=====

Entry 5:
Below is 2 unconnected molecules or ions with the total composition C10H13ClSi in a non-equilibrium geometry, with properties calculated with the ωB97M-V functional and the def2-TZVPD basis.

Results
total energy	-30978.807	eV
Kohn-Sham gap	8.17	eV
ΔE to the lowest compared entry with this formula, charge and spin	378.4	kJ/mol
HOMO energy	-8.88	eV

Element x y z (Å)
C1 -0.45174 -3.71193 -0.74147
C2 0.75034 -3.17424 -0.28661
C3 -1.48819 -2.95680 -1.21053
C4 0.80285 -1.79251 -0.10841
C5 -1.34971 -1.51435 -1.15039
C6 -0.27198 -0.91180 -0.54103
C7 2.10530 1.40220 -0.61707
C8 1.15217 1.84317 0.24520
C9 1.27097 3.25015 0.70950
C10 -2.11738 1.78011 0.72587
Si1 -0.43342 0.77762 0.32139
Cl1 0.12259 0.09277 3.17124
H1 -0.33913 -4.81999 -0.63667
H2 1.41029 -3.93838 0.03995
H3 -2.45606 -3.34724 -1.45568
H4 1.65042 -1.23083 0.26603
H5 -2.04155 -0.98883 -1.73600
H6 2.01095 0.41806 -1.17819
H7 2.81444 2.09586 -1.03743
H8 0.36693 3.81720 0.41919
H9 2.24017 3.64708 0.44111
H10 1.25777 3.33772 1.73460
H11 -1.86230 2.66359 1.29373
H12 -2.63001 2.10351 -0.16102
H13 -2.51372 1.15788 1.49268

Forces on the atoms, in the same order (eV/Å):
C 0.970 -1.867 0.326
C -1.350 1.980 0.094
C 0.346 2.126 0.547
C -0.217 0.982 -0.480
C 0.245 -2.743 -0.242
C 0.616 -0.700 1.224
C -1.836 -1.143 -0.810
C 0.169 -1.221 -1.679
C -0.944 -0.047 -0.950
C 2.968 -0.697 -0.374
Si 1.025 0.759 2.141
Cl -0.554 0.449 -2.131
H -1.373 0.851 -0.601
H 1.271 0.262 0.323
H -0.096 -0.311 -0.529
H 0.195 -0.639 0.492
H -1.345 1.059 -0.067
H 0.245 1.271 0.979
H 0.597 0.026 0.316
H 0.744 0.167 -0.395
H -0.094 0.493 -0.652
H -0.119 -0.198 2.669
H 0.637 0.380 -0.049
H -0.783 -0.471 -0.164
H -1.319 -0.770 0.014

Mulliken atomic charge list, values in e, 8 entries:
1 C -0.07
2 C -0.84
3 C -0.70
4 C -0.01
5 C -0.50
6 C 0.42
7 C -0.95
8 C 0.90